{"formula": "C3H8NO2", "method": "ωB97M-V/def2-TZVPD", "total_charge": 1, "gap_ev": 9.74, "elements": ["O", "C", "O", "H", "H", "C", "C", "N", "H", "H", "H", "H", "H", "H"], "xyz": [[0.524857, 1.404912, 0.199289], [-0.348120, 2.188122, 0.530023], [-1.331636, 1.771122, 1.321706], [-0.523240, 3.229633, -0.009987], [-1.999055, 2.465890, 1.482026], [1.153401, -2.491936, -1.300463], [-0.544098, -1.320932, -0.062943], [0.625012, -1.396149, -0.611080], [1.338100, -3.280329, -0.478100], [0.532020, -2.935957, -2.030695], [2.118734, -2.217954, -1.749155], [-1.087856, -2.174108, 0.119968], [-0.816490, -0.462783, 0.574586], [0.949835, -0.511150, -0.798740]], "forces_ev_per_angstrom": [[-0.8, 1.2, 0.5], [0.1, 0.3, -2.4], [-0.3, 0.5, 0.4], [0.6, -1.7, 1.4], [0.4, -0.3, -0.1], [2.6, -2.8, 1.5], [2.4, 1.0, 1.6], [-4.6, 0.4, 0.4], [0.0, 0.9, -1.5], [-0.9, -0.1, -0.8], [-0.4, -0.1, 0.2], [-1.3, -2.1, -0.2], [0.2, 0.1, -1.2], [1.9, 2.8, 0.0]], "mulliken_charge": [-0.5411, 0.3111, -0.4129, 0.2966, 0.3627, -0.8516, -0.1420, 0.0659, 0.3279, 0.3580, 0.3450, 0.3473, 0.2253, 0.3079]}

***

{"formula": "ClH3N2S2", "method": "ωB97M-V/def2-TZVPD", "smiles": "SN(S)NCl", "gap_ev": 8.91, "elements": ["S", "N", "S", "N", "Cl", "H", "H", "H"], "xyz": [[0.472375, 1.548684, -0.634933], [0.113998, -0.170213, -0.301717], [1.455649, -1.240687, 0.114764], [-1.037413, -0.485484, 0.088875], [-1.495709, 0.334986, 1.845361], [1.148364, 1.509798, -1.841617], [1.108961, -1.667156, 1.321216], [-1.766224, 0.170072, -0.591950]], "forces_ev_per_angstrom": [[0.2, -0.2, -0.1], [3.8, 0.8, -1.0], [0.0, 0.4, -0.9], [-5.3, 1.8, -1.8], [0.1, -0.1, -0.3], [-0.6, -0.6, 0.8], [-0.5, 0.3, 0.5], [2.2, -2.3, 2.8]], "mulliken_charge": [-0.0654, 0.1712, -0.1025, -0.4668, -0.2354, 0.1769, 0.1659, 0.3560]}

***

{"formula": "C5H18IrNO", "method": "ωB97M-V/def2-TZVPD", "multiplicity": 6, "total_charge": 1, "gap_ev": [5.03, 7.13], "elements": ["C", "Ir", "N", "H", "H", "H", "H", "H", "H", "H", "H", "C", "C", "O", "C", "C", "H", "H", "H", "H", "H", "H", "H", "H", "H", "H"], "xyz": [[0.232583, 0.907375, -2.357192], [0.168745, -0.030834, -0.557568], [-0.192881, -1.057306, 1.149831], [0.146065, -1.494082, -1.216042], [0.559991, -1.106932, 1.849734], [-0.692897, 0.292983, -2.008730], [0.457466, 0.509481, -3.351657], [1.191901, 0.706076, -1.758568], [-0.037003, 1.970846, -2.327610], [-0.992172, -0.693467, 1.678989], [-0.432743, -2.039493, 0.977159], [-1.641715, 2.285409, 1.147038], [-0.207866, 2.734040, 0.965759], [0.629432, 1.570066, 0.888879], [1.865472, 1.716224, 1.590463], [2.892754, 0.716436, 1.131221], [-1.923000, 1.469089, 0.464150], [-2.296020, 3.141091, 0.966043], [-1.796361, 1.953111, 2.179628], [-0.086549, 3.291431, 0.023609], [0.140979, 3.377649, 1.790552], [1.629327, 1.593219, 2.658059], [2.261402, 2.736956, 1.472824], [3.406016, 0.305987, 2.001163], [2.474468, -0.106808, 0.534518], [3.638505, 1.242056, 0.528449]], "forces_ev_per_angstrom": [[-0.3, 1.6, -3.6], [-0.6, 1.3, 1.7], [-0.7, -2.5, 3.9], [0.3, -2.7, -0.7], [0.1, 0.1, 0.0], [-1.4, 0.4, -1.3], [0.1, 0.4, 0.0], [1.7, 0.6, -0.5], [0.1, -0.3, -0.3], [0.1, 0.1, -0.2], [0.0, 0.2, -0.2], [-0.1, 0.5, 0.6], [-0.6, 0.5, -0.4], [0.7, 0.4, 0.3], [0.5, 0.2, 1.1], [0.7, 0.2, 0.2], [0.1, 0.2, 0.0], [-0.1, -0.1, 0.0], [-0.1, 0.0, -0.2], [0.1, -0.1, 0.3], [-0.2, -0.4, -0.3], [0.1, 0.0, -0.2], [-0.3, -0.3, -0.1], [0.0, -0.1, -0.1], [0.1, 0.1, 0.1], [-0.1, -0.4, -0.1]], "mulliken_spin": [0.1529, 3.6360, 0.2467, 0.3910, -0.0150, 0.1706, 0.0098, 0.1529, 0.0334, -0.0506, -0.0054, -0.1590, -0.0175, 0.2927, -0.0109, -0.1723, 0.0813, -0.0227, 0.0455, 0.0740, -0.0109, -0.0017, -0.0011, 0.0138, 0.1530, 0.0137]}

***

Calculated values (hartree) of E_tot for the records, taken in order: -324.05039, -1367.73462, -434.92619.